[1]
The following is a quantum chemistry calculation of a 5-piece molecular cluster, CH10O5 overall in a non-equilibrium geometry, from OMol25.

F_max in Eh/bohr: 0.0671
E_tot in hartree: -420.22379
Structure (SMILES): C=O.O.O.O.O

XYZ file:
```
16
Properties=species:S:1:pos:R:3:forces:R:3:lowdin_charge:R:1
O 2.56632 1.77410 -0.29406 0.697 -1.184 0.076 0.00
C 2.17626 0.64427 -0.51282 -0.109 2.862 -1.923 -0.13
H 2.41738 0.09651 -1.43382 0.952 -0.368 0.221 0.08
H 1.25880 0.38315 -0.09134 -1.546 -1.307 1.606 0.05
H 2.53652 -2.44703 2.48498 0.368 0.631 0.017 0.06
H 2.83985 -1.10718 1.86354 -1.063 1.885 -1.944 -0.03
O 3.14402 -1.68511 2.50255 0.829 -2.514 1.966 -0.03
H -4.27077 -1.82973 -2.69519 -0.362 -0.246 0.164 0.03
H -3.09848 -2.49258 -1.92213 -0.145 -0.599 0.514 0.02
O -3.32832 -1.82713 -2.55401 0.508 0.848 -0.679 -0.05
H 1.78263 -0.66805 4.60091 0.976 -0.294 0.475 0.00
H 0.41418 -1.48283 4.63064 1.465 1.859 -0.728 0.08
O 0.91742 -0.69837 4.22927 -2.570 -1.571 0.233 -0.09
H -3.86205 3.69656 -3.58041 -1.270 -0.159 0.037 0.02
H -2.44703 3.48948 -3.77521 0.863 -0.193 -0.136 0.02
O -3.04673 4.15393 -3.45289 0.407 0.349 0.101 -0.04
```
Forces are in eV/Å.



[2]
The following is a quantum chemistry calculation of a 11-piece molecular cluster, C37H71BrCl22N2O2PS2 overall in a non-equilibrium geometry, from OMol25.

Net charge: -1
F_max in Eh/bohr: 0.0650
E_tot in hartree: -15548.30703

XYZ file:
```
138
Properties=species:S:1:pos:R:3:forces:R:3:lowdin_charge:R:1
C 0.07036 -0.48563 0.46735 0.778 0.707 -0.106 -0.05
C 1.08468 -0.11208 -0.64146 -0.582 0.125 0.852 -0.47
N 0.80993 -0.42654 -1.83706 0.115 0.096 -0.407 0.14
C 2.31752 0.64397 -0.22686 -0.004 -0.122 1.256 -0.32
P 3.95696 -0.21147 -0.84968 -0.290 0.587 -3.275 0.42
Br 3.89076 -1.52969 1.14341 0.080 -0.770 1.296 0.34
C 3.91910 0.82314 -2.49489 0.417 -0.660 -0.286 -0.31
C 3.47243 0.02698 -3.75354 0.521 1.048 -0.384 -0.28
C 3.04653 1.03177 -4.88873 0.128 -0.158 0.418 -0.48
S 1.57670 0.54167 -5.87144 -0.063 0.166 0.330 0.84
C 0.04645 0.91066 -4.97354 0.278 -0.562 0.265 -1.08
S -1.01846 -0.33958 -4.88623 -0.021 0.402 -0.532 0.64
N -0.21745 2.18620 -4.47643 -0.116 -1.373 0.163 -0.17
C 0.61745 2.55884 -3.31386 0.651 1.543 -0.014 -0.14
C -0.19845 2.96725 -2.07540 0.397 -0.738 0.306 -0.19
O -1.17068 3.96922 -2.33372 0.253 0.045 -0.058 -0.16
C -1.71010 3.88486 -3.64306 -0.537 -0.473 -0.338 -0.20
C -1.63354 2.45133 -4.23619 0.329 1.671 0.634 -0.24
C 5.43118 -1.28572 -1.49914 -1.327 -2.315 -1.077 -0.35
C 4.80815 -2.61348 -2.08589 0.128 0.019 2.642 -0.37
C 4.81997 -3.79662 -1.12842 0.309 1.094 -2.639 -0.13
O 5.72902 -3.67692 -2.29018 -0.247 0.068 0.249 -0.11
C 5.07017 1.18955 -0.09280 0.453 0.509 1.378 -0.73
Cl 6.84712 1.02604 -0.54279 -0.658 -0.460 -0.428 0.53
C 4.98804 1.52121 1.43422 1.042 1.948 -0.063 -0.67
C 3.83605 2.49037 1.84716 0.064 -0.836 -0.345 -0.15
Cl 6.48118 2.62413 1.79759 -0.094 0.031 0.513 0.44
H 0.48567 -0.20091 1.44151 -0.213 -0.337 -0.075 0.05
H -0.17699 -1.55156 0.43497 -0.003 0.217 0.028 0.08
H -0.81681 0.14011 0.30112 0.010 -0.345 0.077 0.04
H -0.07960 -0.93257 -1.83170 0.083 0.002 -0.336 0.05
H 2.34471 0.55426 0.86491 -0.009 0.297 -0.252 0.00
H 2.27888 1.72313 -0.42889 -0.117 -0.268 -0.442 0.07
H 3.09518 -1.20851 -1.41183 0.044 0.043 0.259 -0.01
H 4.96115 1.13655 -2.68118 -0.289 0.059 0.068 0.06
H 3.34214 1.75316 -2.39842 -0.056 -0.249 0.159 0.05
H 4.37883 -0.45667 -4.14727 -0.362 -0.269 0.160 0.09
H 2.72088 -0.74260 -3.56564 -0.085 0.370 0.074 0.07
H 2.93752 2.05438 -4.51275 -0.098 -0.242 -0.028 0.05
H 3.87289 1.08540 -5.61113 -0.443 -0.019 -0.134 0.07
H 1.21307 3.44978 -3.58970 -0.130 -0.240 0.056 0.12
H 1.33061 1.77493 -3.06509 -0.343 -0.138 0.176 0.08
H 0.51157 3.35652 -1.32315 -0.297 -0.061 -0.387 0.09
H -0.67542 2.09390 -1.60677 -0.019 0.030 -0.230 0.11
H -2.78065 4.12897 -3.57295 0.289 0.198 0.047 0.10
H -1.20842 4.62637 -4.28464 -0.123 -0.254 -0.049 0.13
H -2.10513 1.78936 -3.49211 0.244 -0.090 -0.692 0.03
H -2.15498 2.47148 -5.19934 -0.026 -0.359 0.243 0.12
H 5.92183 -0.90257 -2.39907 0.482 0.525 0.643 0.06
H 6.07501 -1.70973 -0.72592 0.453 0.758 -0.184 0.04
H 3.94893 -2.52421 -2.75285 0.420 -0.218 -0.188 0.11
H 5.31430 -3.65631 -0.17736 -0.317 -0.270 0.073 0.02
H 4.09464 -4.57167 -1.35720 0.001 -0.041 0.744 0.11
H 4.79531 2.11385 -0.61729 -0.071 -0.225 0.174 0.05
H 5.17111 0.72408 2.14678 -0.275 -0.252 -0.449 0.03
H 3.09677 1.93969 2.43991 -0.132 0.201 -0.358 0.07
H 3.41760 2.92004 0.93072 -0.268 -0.104 0.322 0.05
H 4.20614 3.32317 2.44469 0.042 -0.291 0.014 0.04
Cl 6.40212 -5.15193 1.97255 0.036 -0.053 0.064 0.55
C 7.77443 -5.19467 0.83660 0.078 0.100 -0.032 -0.67
C 7.54942 -6.16366 -0.29630 -0.020 0.183 -0.139 -0.65
Cl 7.56733 -7.86335 0.25472 -0.010 -0.068 0.020 0.52
H 8.66951 -5.44214 1.40388 -0.051 -0.058 0.012 0.06
H 7.88919 -4.18697 0.43749 -0.083 -0.026 -0.066 0.05
H 8.34654 -6.06098 -1.03093 0.014 0.006 0.051 0.08
H 6.59993 -5.97952 -0.79431 0.010 -0.024 0.070 0.06
Cl -5.09746 -0.34036 -4.37779 0.022 -0.004 0.006 0.54
C -6.00994 1.08844 -3.82517 0.048 -0.076 0.026 -0.70
C -5.10493 2.25452 -3.51775 -0.050 0.090 -0.062 -0.63
Cl -4.10462 1.95875 -2.07557 -0.240 -0.019 0.255 0.62
H -6.59609 0.80139 -2.95361 0.367 0.047 -0.242 -0.03
H -6.69793 1.35427 -4.62736 0.023 0.035 0.013 0.07
H -5.70372 3.14194 -3.31254 -0.039 -0.056 0.039 0.08
H -4.44003 2.47576 -4.35104 0.041 -0.103 0.029 0.06
Cl -9.75460 0.74867 1.03276 -0.037 0.028 0.024 0.54
C -9.99622 -0.43520 -0.28006 -0.074 -0.141 -0.021 -0.69
C -8.86908 -0.41887 -1.27962 0.053 -0.172 0.036 -0.63
Cl -8.83585 1.08465 -2.24133 -0.458 0.099 0.181 0.60
H -10.95238 -0.21994 -0.75428 0.058 0.106 -0.016 0.07
H -10.05631 -1.42083 0.19085 0.179 0.540 -0.304 -0.05
H -8.99042 -1.24156 -1.98341 -0.061 0.031 0.003 0.08
H -7.90172 -0.52581 -0.79240 -0.024 0.095 0.017 0.08
Cl -10.44087 -3.37585 1.11000 -0.160 -0.538 0.137 0.64
C -11.77619 -2.64858 2.04307 -0.091 0.211 0.166 -0.62
C -12.49138 -3.66870 2.89264 0.022 0.008 0.125 -0.65
Cl -13.41120 -4.83523 1.90884 0.019 -0.023 -0.015 0.54
H -12.45254 -2.16449 1.34153 0.018 -0.103 -0.052 0.08
H -11.33620 -1.88002 2.67792 0.043 -0.060 0.016 0.08
H -13.20689 -3.16655 3.54223 0.003 0.050 -0.064 0.07
H -11.79532 -4.22745 3.51557 0.021 -0.035 -0.092 0.06
Cl -6.07638 -4.73079 3.65909 -0.002 0.001 0.035 0.54
C -6.78660 -5.94946 2.56827 0.014 -0.038 -0.074 -0.67
C -8.28897 -5.83384 2.49041 0.085 0.006 -0.175 -0.67
Cl -9.09306 -6.29779 4.01843 -0.045 0.098 -0.024 0.52
H -6.47810 -6.93059 2.91419 -0.009 0.035 0.044 -0.01
H -6.35490 -5.78321 1.58197 -0.062 0.053 -0.001 0.08
H -8.67103 -6.50121 1.71847 0.042 -0.052 0.048 0.08
H -8.59731 -4.82036 2.24822 0.056 -0.057 0.141 -0.01
Cl 2.47519 8.57778 0.05308 0.067 0.050 -0.004 0.53
C 1.08585 7.75309 -0.70472 -0.184 -0.014 -0.056 -0.66
C 1.07670 6.27289 -0.42142 -0.220 -0.124 0.044 -0.65
Cl 2.40882 5.42409 -1.24307 0.114 0.005 0.003 0.57
H 1.11848 7.95377 -1.77312 0.103 -0.032 0.022 0.07
H 0.18603 8.21190 -0.29734 0.025 -0.045 0.059 0.07
H 0.14761 5.83295 -0.78828 0.022 0.046 -0.077 0.06
H 1.15363 6.06837 0.64460 0.100 0.037 -0.028 0.07
Cl -3.56747 -0.46010 3.31285 -0.007 -0.011 -0.028 0.53
C -2.03922 0.22363 3.92468 0.114 -0.029 0.095 -0.66
C -1.99061 1.72498 3.78132 0.063 0.022 0.121 -0.66
Cl -1.88474 2.23001 2.07790 -0.060 0.112 -0.041 0.55
H -1.21947 -0.25408 3.39217 -0.062 0.032 -0.076 0.06
H -1.96936 -0.04788 4.97730 -0.036 0.052 -0.002 0.07
H -1.10522 2.11373 4.28340 0.030 -0.075 -0.034 0.07
H -2.86720 2.19705 4.21994 -0.037 -0.052 -0.080 0.06
Cl 5.76618 12.26566 3.26320 0.022 0.017 0.029 0.53
C 6.28163 11.09504 2.02029 0.034 -0.024 -0.159 -0.67
C 5.56664 9.77325 2.14832 -0.047 -0.056 -0.115 -0.68
Cl 6.05390 8.88424 3.61249 -0.017 0.022 0.030 0.54
H 7.35954 10.97379 2.09941 -0.033 -0.013 0.098 0.07
H 6.05656 11.54169 1.05266 -0.065 -0.025 0.022 0.07
H 5.81068 9.13914 1.29667 0.047 0.030 0.013 0.07
H 4.48711 9.90461 2.17754 0.028 0.029 0.074 0.05
Cl 9.04372 0.50367 4.11239 0.002 0.009 0.184 0.54
C 10.41820 0.30400 3.00388 0.025 0.008 -0.091 -0.67
C 9.96222 -0.24704 1.67489 0.078 0.191 -0.223 -0.66
Cl 9.40655 -1.93491 1.79141 -0.016 -0.056 0.053 0.55
H 11.15658 -0.33614 3.48256 -0.093 -0.076 -0.010 0.06
H 10.86234 1.28818 2.85823 -0.075 0.010 -0.056 0.07
H 10.78763 -0.23482 0.96352 0.033 -0.021 0.060 0.07
H 9.14574 0.34518 1.26321 -0.065 -0.069 0.079 0.03
Cl -7.23304 -9.25634 3.90349 -0.054 -0.109 0.054 0.57
C -5.84777 -10.35063 4.14327 0.049 -0.117 0.048 -0.65
C -4.53711 -9.68258 3.80831 0.084 -0.041 0.110 -0.66
Cl -4.37511 -9.36286 2.06309 -0.031 0.049 -0.009 0.54
H -6.01046 -11.23885 3.53682 0.004 0.072 -0.064 0.07
H -5.85378 -10.64633 5.19162 0.026 0.077 0.005 0.07
H -3.70983 -10.33241 4.09068 -0.041 -0.036 -0.031 0.07
H -4.42517 -8.73752 4.33576 -0.061 0.015 -0.061 0.07
```
Forces are in eV/Å.



[3]
The following is a quantum chemistry calculation of C4H7N2S as an isolated structure in a non-equilibrium geometry, from OMol25.

Net charge: +1
F_max in Eh/bohr: 0.0774
E_tot in hartree: -663.94785

XYZ file:
```
14
Properties=species:S:1:pos:R:3:forces:R:3:lowdin_charge:R:1
C -0.41570 -1.81246 -0.48455 -2.348 2.897 1.389 -0.05
C 0.36651 1.63125 -0.03250 -0.685 -0.126 0.797 -0.48
C 0.20871 -0.73049 0.34270 1.303 -2.879 2.284 -0.29
C -1.23025 -0.44048 0.71704 0.404 2.648 -2.244 -0.35
N -1.65050 -1.49533 -0.25244 0.235 -0.227 0.608 0.15
N 0.84287 0.30539 -0.46650 2.644 1.554 -1.554 0.01
S -1.37159 1.43455 0.01523 -1.818 -1.520 0.593 0.96
H -0.09509 -2.30961 -1.31049 1.094 -2.218 -1.899 0.10
H 0.82299 1.84976 0.89886 0.307 -0.042 1.248 0.10
H 0.65918 2.44569 -0.64523 0.238 0.429 -1.186 0.10
H 0.85200 -1.12340 1.24762 -0.692 1.237 -1.944 0.21
H -1.54601 -0.39672 1.73062 -0.439 -0.421 0.651 0.10
H 0.70227 0.31246 -1.54499 0.226 -0.863 2.190 0.24
H 1.85463 0.32939 -0.21537 -0.472 -0.470 -0.934 0.20
```
Forces are in eV/Å.



[4]
The following is a quantum chemistry calculation of an isolated ion of composition C10H20N4 and charge +2 in a non-equilibrium geometry, from OMol25.

Net charge: +2
F_max in Eh/bohr: 0.0911
E_tot in hartree: -611.24250
Structure (SMILES): CC[n+]1ncn[n+](C(C)C)c1C(C)C

XYZ file:
```
34
Properties=species:S:1:pos:R:3:forces:R:3:lowdin_charge:R:1
C 0.14128 -2.84167 0.19630 0.188 3.082 -1.486 0.00
C -0.09380 -0.22645 -0.01834 -3.144 0.874 -0.218 -0.05
C -3.59273 -1.66834 -0.12720 -2.846 -0.969 1.195 -0.07
C -0.89984 1.59823 1.70132 -2.011 -1.067 -1.182 0.00
C -1.07016 2.11800 -0.79408 2.992 -0.994 -1.733 -0.01
C 3.39197 -1.27276 -0.94183 0.283 4.220 -0.354 -0.01
C 2.99596 0.09478 1.14552 -1.100 1.277 -1.837 0.02
C -2.63692 -0.58471 -0.08576 1.273 2.967 -0.156 -0.17
C -0.24628 1.21955 0.27307 -2.611 1.810 -0.058 -0.25
C 2.44550 -0.19432 -0.27043 0.935 -1.388 -0.652 -0.25
N -1.05888 -2.37172 -0.07693 -1.918 2.477 -0.042 0.24
N 1.22109 -2.11861 -0.03364 -0.716 -0.511 0.772 0.24
N -1.23724 -1.04974 -0.16565 3.912 -2.534 0.472 0.08
N 1.07378 -0.81048 -0.16722 0.560 -2.165 0.430 0.06
H 0.11752 -3.80143 0.53470 0.804 -2.797 0.597 0.13
H -4.61503 -1.17559 0.17684 1.858 -1.138 -0.458 0.16
H -3.26643 -2.41866 0.65596 -0.977 0.639 -0.930 0.11
H -3.76386 -2.16455 -1.09457 0.337 0.227 0.324 0.11
H -0.97763 0.71597 2.30059 0.404 -0.609 0.797 0.06
H -2.01079 1.87330 1.60320 1.706 -0.035 -0.264 0.12
H -0.42748 2.37227 2.27883 0.610 0.289 -0.253 0.09
H -0.73613 1.91193 -1.88882 -1.080 -0.274 1.692 0.13
H -0.64985 3.12652 -0.72322 -0.565 -0.031 0.680 0.10
H -2.10701 2.04374 -0.58343 -0.752 0.403 -0.265 0.05
H 3.52764 -2.08248 -0.33565 0.636 -1.868 1.682 0.05
H 4.29173 -0.63730 -1.00556 0.116 -0.680 0.044 0.11
H 3.24108 -1.59791 -1.93883 -0.920 -0.078 -1.005 0.09
H 2.88879 -0.70134 1.79871 -0.236 -2.119 0.971 0.07
H 2.34150 0.86590 1.58805 1.303 0.457 -0.027 0.10
H 4.06982 0.18674 0.95840 -0.271 1.070 0.657 0.12
H -2.53374 -0.18562 0.95654 -0.799 0.237 -0.716 0.15
H -2.72422 0.29093 -0.82288 -0.116 -1.519 1.065 0.16
H 0.69657 1.64634 0.21621 1.988 0.531 0.193 0.09
H 2.32057 0.67954 -0.89988 0.155 0.215 0.065 0.15
```
Forces are in eV/Å.



[5]
The following is a quantum chemistry calculation of C16H19BN6SeTi as an isolated structure in a non-equilibrium geometry, from OMol25.

⟨S²⟩: 2.013
2S+1: 3
F_max in Eh/bohr: 0.0754
E_tot in hartree: -4225.32631

XYZ file:
```
44
Properties=species:S:1:pos:R:3:forces:R:3:lowdin_charge:R:1
H -0.96612 -2.84569 -1.68119 0.047 -0.279 0.228 0.13
N -1.57602 -0.92961 -1.15423 0.537 1.212 -0.138 0.05
B -2.72114 1.35796 -0.94650 0.940 -0.316 0.508 -0.45
N -2.70663 -0.17697 -1.29185 -0.146 -0.765 -0.436 0.03
C -3.66821 -0.98122 -1.78835 0.969 0.123 -0.362 -0.03
Ti 0.46271 0.66580 0.19848 2.082 -1.991 1.171 0.45
H -4.64495 -0.58527 -2.03783 0.176 -0.065 0.239 0.13
C -3.11140 -2.23656 -2.04550 0.143 0.060 0.388 -0.02
H -3.57422 -3.07801 -2.52695 -0.127 -0.049 0.148 0.10
C -1.79172 -2.16807 -1.59842 -0.425 0.672 -0.547 -0.05
H -3.72859 1.92899 -1.25193 0.029 -0.285 -0.161 0.12
C 1.77804 1.70954 1.29896 2.022 0.657 0.119 -0.26
H 2.35077 0.71296 1.14089 0.125 1.292 0.486 -0.01
H 1.67951 1.88369 2.39380 0.164 -0.203 -0.747 0.00
H 2.35209 2.56989 0.84073 -0.402 -0.931 0.497 0.00
N -1.47584 1.97196 -1.67863 1.077 -0.066 0.443 -0.01
N -2.48229 1.41058 0.56879 1.177 -0.323 0.690 -0.01
N -0.13247 1.59943 -1.45265 -1.322 2.356 -2.613 -0.11
N -1.24728 0.97135 1.00816 -3.177 1.246 1.840 -0.12
C -1.51258 3.05656 -2.45387 0.096 0.612 0.395 -0.08
C -3.20882 1.80149 1.62681 0.340 0.597 0.005 -0.06
H -2.46013 3.61042 -2.48693 0.562 -0.417 -0.619 0.13
H -4.18348 2.24741 1.45682 0.133 -0.258 0.219 0.13
C -0.21408 3.42185 -2.81055 0.025 0.434 0.414 -0.05
C -2.42318 1.69643 2.77435 -0.191 0.282 0.194 -0.04
C 0.62683 2.51796 -2.15303 -1.612 -1.442 0.430 -0.09
C -1.20281 1.16595 2.35254 -0.870 -0.062 -1.243 -0.14
H 0.07730 4.32710 -3.33345 -0.079 -0.387 -0.013 0.10
H -2.65985 2.05536 3.77263 -0.083 -0.314 -0.340 0.10
H 1.70212 2.37637 -2.14667 -0.228 0.254 -0.060 0.12
H -0.28274 0.90774 2.85214 -0.288 0.019 0.274 0.07
H -0.57013 -0.45135 -1.04739 -1.836 -1.683 -0.975 0.07
Se 0.49044 -1.60268 1.57548 -0.921 0.251 -0.720 0.66
C 2.19608 -2.30186 1.23007 1.067 -0.417 0.211 -0.70
C 2.68921 -2.68026 -0.04122 0.032 -0.041 0.855 -0.14
C 4.01920 -3.10602 -0.15234 0.255 -0.027 0.514 -0.11
C 4.84681 -3.16274 0.98899 -0.200 0.399 0.003 -0.11
C 4.34354 -2.80221 2.25436 0.073 -0.106 -0.445 -0.10
C 3.02017 -2.40542 2.37549 -0.018 -0.126 -0.724 -0.17
H 2.00752 -2.67470 -0.89969 0.395 0.142 0.287 0.08
H 4.43659 -3.38761 -1.12687 -0.236 0.097 0.401 0.10
H 5.90308 -3.42902 0.89825 -0.394 -0.024 -0.076 0.09
H 4.97500 -2.79311 3.14996 -0.117 -0.193 -0.457 0.10
H 2.58767 -2.16842 3.34835 0.205 0.066 -0.286 0.08
```
Forces are in eV/Å.